[1]
Density functional theory data (the ωB97M-V functional and the def2-TZVPD basis) for the ion C11H19N2 with charge +1 in a non-equilibrium geometry.

The gap between HOMO and LUMO is 8.4 eV. The value obtained for the LUMO energy is -0.1694 hartree. The structure (SMILES) is CC1=[N+]2C(C)(C)CN[C@H]3CCC[C@]132. The calculated total energy comes out at -14685.7765 eV. Its total charge is +1. For the HOMO energy, the calculation gives -13.0 eV.

```
32
Properties=species:S:1:pos:R:3:forces:R:3
H -2.515 -1.238 1.483 -0.6 -0.3 -0.8
H -0.929 -2.097 -1.675 -0.8 -1.3 -1.1
H 1.899 3.132 0.043 -1.5 -0.1 -0.5
C -1.274 -0.257 -1.004 -2.3 1.6 1.6
H 0.536 -1.412 1.798 0.4 -0.6 -0.7
C -2.758 -0.462 -0.553 0.0 1.8 -1.3
C 0.382 1.656 -0.071 -0.6 -3.6 1.6
C -0.749 0.681 0.129 -0.4 -1.3 1.1
H 1.382 -2.169 -1.577 -0.7 0.9 0.7
C -2.804 -0.320 0.941 2.0 -1.2 1.4
H 1.676 -2.633 1.108 -0.2 0.1 -0.6
H -1.963 1.642 1.722 0.4 -1.6 -0.4
H -1.199 0.098 2.267 0.9 0.2 0.1
H 0.052 3.558 0.193 1.1 0.4 -1.3
H -3.439 0.326 -1.034 1.1 -1.0 0.5
C -1.627 0.581 1.406 -1.9 2.5 -1.3
C 2.921 -0.069 -0.213 -1.9 1.2 1.9
N 0.642 0.467 0.426 1.4 3.2 -2.5
H 2.251 -1.188 1.936 -0.5 -0.4 -0.6
C 0.847 2.984 -0.378 1.3 0.3 -0.3
H 3.728 -0.722 -0.301 0.9 -1.7 0.0
C 1.509 -0.634 0.010 0.8 -1.4 -0.8
H -3.036 -1.398 -0.973 -0.7 -0.9 0.0
C 1.473 -1.570 1.219 0.3 0.6 1.8
H 0.960 3.084 -1.537 -0.8 0.3 2.0
H 0.799 -0.657 -2.204 1.0 1.0 0.1
N -0.554 -1.499 -1.004 -0.1 0.9 1.7
H -3.719 -0.041 1.372 -1.4 0.6 0.2
H 2.956 0.566 -1.053 0.0 1.0 -1.1
H 3.069 0.513 0.725 0.4 -0.1 -0.8
H -1.327 0.308 -1.922 0.6 0.0 -0.9
C 0.811 -1.232 -1.279 1.9 -1.4 0.0
```
Positions in Å, forces in eV/Å.

These are the natural (NBO) partial charges, in e, on atoms 1 to 8: H 0.215; H 0.384; H 0.283; C -0.095; H 0.224; C -0.392; C 0.516; C 0.158


[2]
Density functional theory data (the ωB97M-V functional and the def2-TZVPD basis) for a cluster of 2 separate species, C3H5O2S2 in total in a non-equilibrium geometry.

The gap between HOMO and LUMO is 6.1 eV. The value obtained for the LUMO energy is 0.1329 hartree. The calculated total energy comes out at -28958.0779 eV. Its total charge is -1. For the HOMO energy, the calculation gives -2.5 eV.

```
12
Properties=species:S:1:pos:R:3:forces:R:3
C 0.457 -2.017 -0.205 -0.2 0.7 0.6
O 0.006 -2.774 0.552 -0.4 -0.8 0.5
O 0.941 -1.543 -1.149 0.4 0.3 -0.9
C 0.262 0.109 1.236 0.1 -0.1 0.3
H -1.822 1.796 -1.282 -0.1 0.1 -0.2
H 0.169 -0.187 2.284 0.0 -0.2 -0.1
H -1.623 0.036 -1.033 0.0 0.0 -0.1
H 2.085 0.412 -0.222 0.3 0.0 -0.1
C -1.188 1.020 -0.865 -0.1 0.1 0.6
S 1.933 0.775 1.059 0.0 0.1 -0.1
H -0.196 1.062 -1.305 0.0 0.0 -0.1
S -1.024 1.311 0.930 0.0 -0.1 -0.5
```
Positions in Å, forces in eV/Å.

These are the natural (NBO) partial charges, in e, on atoms 1 to 8: C 1.050; O -0.577; O -0.592; C -0.958; H 0.192; H 0.180; H 0.194; H 0.097


[3]
Density functional theory data (the ωB97M-V functional and the def2-TZVPD basis) for the ion C5H6N with charge +1 in a non-equilibrium geometry.

The gap between HOMO and LUMO is 8.0 eV. The value obtained for the LUMO energy is -0.1777 hartree. The calculated total energy comes out at -6760.7591 eV. Its total charge is +1. For the HOMO energy, the calculation gives -12.8 eV.

```
12
Properties=species:S:1:pos:R:3:forces:R:3
C 0.306 0.049 0.070 -0.1 -0.4 -0.1
H 1.048 -0.892 -1.699 0.6 -0.2 -0.2
C 0.466 -1.055 -0.817 -2.4 2.5 2.6
N -0.208 -2.207 -0.680 1.8 0.0 -2.3
H 0.078 2.606 2.063 -0.1 2.7 1.2
H 0.667 1.889 -1.025 -0.1 0.5 1.6
C 0.587 1.453 0.015 0.4 0.4 -0.7
H -0.649 -2.449 0.175 -0.4 -0.4 0.4
H 0.016 -2.909 -1.418 -0.6 0.5 1.4
C 0.113 1.930 1.307 1.4 -2.8 -2.7
C -0.625 0.828 1.056 -3.0 -2.7 -1.8
H -1.799 0.756 0.952 2.4 0.0 0.8
```
Positions in Å, forces in eV/Å.

These are the natural (NBO) partial charges, in e, on atoms 1 to 8: C -0.231; H 0.238; C 0.146; N -0.716; H 0.277; H 0.279; C 0.027; H 0.423


[4]
Density functional theory data (the ωB97M-V functional and the def2-TZVPD basis) for an isolated molecule of C15H13ClF2N2OS in a non-equilibrium geometry.

The gap between HOMO and LUMO is 8.8 eV. The value obtained for the LUMO energy is 0.0164 hartree. The structure (SMILES) is FC(F)Oc1ccc(NC(=S)NCc2ccccc2)cc1Cl. The calculated total energy comes out at -49587.0783 eV. For the HOMO energy, the calculation gives -8.4 eV.

```
35
Properties=species:S:1:pos:R:3:forces:R:3
C 3.945 -1.691 -1.210 0.0 0.1 0.0
O -3.498 -1.374 0.683 0.3 0.3 0.4
H -1.472 2.310 2.276 0.0 0.1 0.1
H 0.613 0.046 -0.713 0.1 0.0 -0.1
H -1.209 -1.547 -0.781 0.0 -0.1 0.0
C 3.888 0.440 0.142 0.2 0.0 -0.1
C 3.695 -2.391 -2.378 0.0 -0.1 -0.1
H 1.993 0.061 0.968 0.0 0.1 0.0
F -4.956 -2.629 -0.324 -0.3 0.1 0.2
H 2.967 -2.286 -4.388 0.0 -0.1 -0.1
H 2.936 1.376 -2.190 0.0 0.1 0.0
C -1.409 1.466 1.608 0.1 -0.2 -0.1
H -3.536 -1.695 -1.363 0.0 0.0 0.5
N 2.609 0.818 0.706 -0.5 -0.1 0.1
C 3.164 -1.739 -3.478 0.0 -0.1 0.0
C -0.267 1.275 0.826 -0.5 -0.6 0.0
C -0.225 0.189 -0.049 0.0 0.2 0.1
H 4.358 -2.203 -0.352 0.0 0.0 0.1
C -1.281 -0.703 -0.113 -0.2 -0.1 0.1
C 3.676 -0.332 -1.136 0.1 -0.1 0.1
N 0.760 2.204 0.920 0.1 0.3 0.2
C 3.144 0.317 -2.244 0.0 0.0 0.0
H 4.439 1.365 -0.048 0.0 -0.2 0.1
C 2.092 2.055 0.628 0.0 0.1 0.3
H 2.478 0.130 -4.266 0.0 0.0 -0.1
C -2.408 -0.520 0.673 -0.1 0.0 0.0
C -3.699 -2.179 -0.380 0.0 -0.2 -1.2
H 3.912 -3.448 -2.428 0.0 -0.1 0.0
H 0.496 3.148 1.166 0.2 -0.1 -0.2
F -2.904 -3.283 -0.342 0.3 0.0 0.2
Cl -3.869 0.822 2.493 -0.1 0.1 0.1
S 2.985 3.405 0.309 0.3 0.6 -0.2
C -2.466 0.582 1.530 0.1 -0.3 -0.3
H 4.434 -0.162 0.874 0.0 0.1 -0.1
C 2.889 -0.383 -3.409 0.0 0.1 0.0
```
Positions in Å, forces in eV/Å.

These are the natural (NBO) partial charges, in e, on atoms 1 to 8: C -0.245; O -0.482; H 0.233; H 0.236; H 0.231; C -0.269; C -0.204; H 0.402


[5]
Density functional theory data (the ωB97M-V functional and the def2-TZVPD basis) for an isolated molecule of C5H5NS2 in a non-equilibrium geometry.

The gap between HOMO and LUMO (spin up / spin down) is 7.7 / 7.7 eV. The value obtained for the LUMO energy (spin up / spin down) is -0.0247 / -0.0247 hartree. The structure (SMILES) is CC(=S)c1cscn1. The calculated total energy comes out at -28424.6288 eV. For the HOMO energy (spin up / spin down), the calculation gives -8.4 / -8.4 eV.

```
13
Properties=species:S:1:pos:R:3:forces:R:3
C -2.641 -0.761 0.005 0.7 0.8 0.2
C 2.090 0.591 -0.011 0.6 -6.1 2.1
N -1.469 -1.239 -0.097 0.9 -3.9 0.4
S -2.581 0.916 0.033 -0.3 2.4 -0.2
H 1.592 1.422 0.269 -1.0 3.0 0.7
H 2.925 0.250 0.770 -2.0 1.0 -1.6
H 2.560 0.576 -0.960 0.1 0.3 -1.0
H -0.195 1.833 -0.288 -2.0 -1.8 0.6
C -0.430 -0.380 -0.115 -1.2 1.2 -0.1
H -3.568 -1.253 0.208 -0.2 -0.6 -0.3
C -0.890 0.906 -0.123 1.5 2.6 -0.4
S 1.644 -2.175 0.264 -1.1 1.1 -0.2
C 0.962 -0.685 0.045 4.0 -0.1 -0.3
```
Positions in Å, forces in eV/Å.

These are the natural (NBO) partial charges, in e, on atoms 1 to 8: C -0.153; C -0.621; N -0.379; S 0.465; H 0.188; H 0.239; H 0.228; H 0.261


[6]
Density functional theory data (the ωB97M-V functional and the def2-TZVPD basis) for an isolated molecule of C4H7IOS in a non-equilibrium geometry.

The gap between HOMO and LUMO is 9.2 eV. The value obtained for the LUMO energy is 0.0008 hartree. The calculated total energy comes out at -25243.2979 eV. For the HOMO energy, the calculation gives -9.2 eV.

```
14
Properties=species:S:1:pos:R:3:forces:R:3
H 1.469 0.915 -1.086 0.0 -1.1 -0.5
C -1.419 -0.019 0.270 0.1 0.7 -2.0
I 1.438 -1.471 -2.659 -0.2 0.9 1.3
C 0.991 -0.506 0.515 -0.1 0.4 -1.2
H -2.348 0.494 0.533 0.2 -0.1 0.1
H -0.509 -0.615 1.998 0.2 0.8 0.6
H -1.641 -1.080 0.010 0.2 0.7 0.0
H 0.918 -1.607 0.580 -0.1 0.5 0.0
C 0.918 -0.056 -1.013 -0.5 1.0 0.5
O -0.472 2.180 -1.458 -0.6 -0.8 0.7
S -0.802 0.719 -1.435 0.9 -1.0 0.8
H 1.991 -0.234 0.938 -1.0 0.0 -0.3
C -0.267 0.133 1.227 0.0 -2.4 -0.3
H -0.266 1.148 1.580 0.7 0.3 0.3
```
Positions in Å, forces in eV/Å.

These are the natural (NBO) partial charges, in e, on atoms 1 to 8: H 0.247; C -0.551; I 0.102; C -0.445; H 0.236; H 0.226; H 0.220; H 0.217